Record 1
Here is a structure of composition C12H26LaN4O7 in a non-equilibrium geometry from the Open Molecules 2025 dataset. Energies are from the ωB97M-V functional and the def2-TZVPD basis.

```
! RIJCOSX wB97M-V def2-TZVPD def2/J DEFGRID3
* xyz 1 1
O 0.039 0.981 -4.424
H -0.349 1.437 -5.187
La -0.179 0.100 -0.442
N -2.536 -1.029 0.144
N -2.328 0.928 -1.274
N 2.053 -0.900 0.300
N 1.869 0.798 -1.660
O -2.696 -2.245 0.554
O 2.263 -1.691 1.468
O 1.784 1.787 -2.649
O -1.553 1.991 -1.159
C -3.502 0.933 -0.537
C -3.572 -0.154 0.349
C 3.206 -0.376 -0.114
C 3.103 0.596 -1.173
C -4.510 -0.286 1.482
H -4.008 0.010 2.419
H -4.851 -1.324 1.584
H -5.369 0.382 1.347
C -4.455 2.064 -0.574
H -4.817 2.235 -1.597
H -3.988 3.007 -0.247
H -5.329 1.862 0.057
C 4.473 -0.741 0.552
C 4.320 1.295 -1.677
H 4.356 -1.677 1.102
H 4.784 0.052 1.249
H 5.272 -0.849 -0.189
H 4.069 2.176 -2.272
H 4.929 0.624 -2.300
H 4.947 1.606 -0.833
H 1.487 -2.282 1.526
H 1.175 1.402 -3.366
C -0.664 -0.235 -4.117
H -1.542 -0.036 -3.485
H 0.043 -0.883 -3.578
H -0.958 -0.748 -5.045
O -0.531 -2.442 -0.986
H -0.022 -3.230 -1.249
H -1.379 -2.737 -0.523
C -0.390 -1.174 3.800
C 0.336 -0.072 3.101
C 1.459 0.605 3.813
O 0.041 0.248 1.921
H -0.012 -1.269 4.828
H -0.264 -2.146 3.286
H -1.466 -0.941 3.818
H 2.415 0.321 3.347
H 1.356 1.698 3.737
H 1.490 0.328 4.874
*
```

Properties
- HOMO-LUMO gap (spin up / spin down) (eV) = 4.79 / 4.30

***

Record 2
Here is an isolated molecule of C12H26N6O3 in a non-equilibrium geometry from the Open Molecules 2025 dataset. Energies are from the ωB97M-V functional and the def2-TZVPD basis.

```
! RIJCOSX wB97M-V def2-TZVPD def2/J DEFGRID3
* xyz 0 1
H -0.938 1.125 2.094
N -0.273 1.121 1.297
C 0.866 1.504 1.765
N 1.443 1.193 3.015
N 1.755 2.380 1.087
C 1.178 3.038 -0.142
C 1.869 2.415 -1.385
C 1.449 0.974 -1.818
C 2.126 -0.152 -0.989
N 3.544 -0.159 -1.083
C 1.554 -1.456 -1.529
O 1.869 -1.833 -2.658
N 0.531 -2.076 -0.949
C -0.096 -1.776 0.368
C -1.430 -2.407 0.447
C -2.588 -1.725 -0.345
C -2.839 -0.248 0.141
C -3.760 0.512 -0.892
N -4.628 1.584 -0.506
C 0.796 -2.284 1.440
O 1.113 -1.768 2.470
O 1.401 -3.466 1.103
H 2.431 1.436 3.098
H 1.024 0.366 3.487
H 2.595 2.825 1.379
H 1.259 4.092 0.003
H 0.136 2.673 -0.035
H 2.958 2.537 -1.075
H 1.652 3.026 -2.254
H 1.790 0.782 -2.802
H 0.343 0.818 -1.791
H 1.885 0.024 0.105
H 3.913 -0.716 -0.257
H 3.861 -0.816 -1.911
H 0.549 -3.019 -1.215
H -0.106 -0.776 0.613
H -1.749 -2.525 1.421
H -1.312 -3.448 0.145
H -2.303 -1.602 -1.429
H -3.483 -2.317 -0.190
H -3.161 -0.131 1.118
H -1.845 0.251 0.143
H -3.081 0.751 -1.787
H -4.411 -0.366 -1.145
H -4.435 2.402 0.059
H -5.502 1.056 -0.332
H 2.049 -3.816 1.719
*
```

Properties
- HOMO-LUMO gap (eV) = 9.17
- SMILES string = [H]/N=C(\N)NCCC[C@H](N)C(=O)N[C@@H](CCCCN)C(=O)O
- relative energy (zero: lowest compared OMol25 entry of this formula, charge and spin) (kcal/mol) = 67.2

***

Record 3
Here is an isolated molecule of C12H26N8O3 in a non-equilibrium geometry from the Open Molecules 2025 dataset. Energies are from the ωB97M-V functional and the def2-TZVPD basis.

```
! RIJCOSX wB97M-V def2-TZVPD def2/J DEFGRID3
* xyz 0 1
H -3.754 -1.910 -0.856
N -4.182 -1.104 -1.370
C -3.338 -0.184 -1.070
N -3.442 1.092 -1.537
N -2.258 -0.286 -0.176
C -1.920 -1.326 0.758
C -2.249 -0.924 2.207
C -1.588 0.301 2.674
C -0.032 0.426 2.373
N 0.183 0.679 0.930
C -0.148 1.900 0.420
O -0.723 2.670 1.076
C 0.371 2.380 -0.955
N 1.400 3.320 -0.680
C 0.535 1.220 -1.921
C 1.984 0.795 -1.880
C 2.147 -0.509 -2.886
N 2.860 -1.491 -2.271
C 2.431 -2.001 -0.968
N 3.442 -2.419 -0.185
N 1.188 -1.971 -0.824
H 0.962 -2.446 0.074
C 0.724 -0.704 3.002
O 1.439 -1.481 2.414
O 0.554 -0.812 4.367
H -4.194 1.239 -2.179
H -3.162 1.845 -0.767
H -1.401 0.055 -0.702
H -0.881 -1.541 0.595
H -2.625 -2.183 0.439
H -1.985 -1.872 2.854
H -3.306 -0.570 2.282
H -1.772 0.555 3.733
H -1.992 1.034 1.989
H 0.293 1.288 3.032
H 0.758 0.052 0.465
H -0.442 2.937 -1.392
H 1.453 4.195 -1.268
H 1.623 3.574 0.314
H -0.035 0.332 -1.593
H 0.249 1.655 -2.919
H 2.200 0.264 -0.956
H 2.704 1.566 -2.091
H 1.133 -0.726 -3.266
H 2.799 -0.107 -3.626
H 3.891 -1.321 -2.305
H 4.161 -2.954 -0.664
H 3.220 -2.814 0.772
H 0.725 -1.722 4.538
*
```

Properties
- HOMO-LUMO gap (eV) = 9.04
- SMILES string = [H]/N=C(/N)NCCC[C@H](NC(=O)[C@@H](N)CCCN/C(N)=N/[H])C(=O)O
- relative energy (zero: lowest compared OMol25 entry of this formula, charge and spin) (kcal/mol) = 85.8

***

Which formula does entry 1 have? C12H26LaN4O7